Entry from the OMol25 dataset: a structure of composition C32H31BrCdF4N9S2 at a distorted geometry (ωB97M-V with the def2-TZVPD basis set).

For the HOMO energy, the calculation gives -3.91 eV. As for the maximum force: 2.878 eV/A. The HOMO-LUMO gap is 5.719 eV. As for the energy relative to the best compared isomer or geometry (same formula, charge and spin): 0.0 kcal/mol. The spin multiplicity is 1. As for the charge: -1.

Element x y z (Å)
Cd: -0.1060 -0.8223 0.6929
Br: 0.1393 -3.6257 7.2888
S: 3.5355 -4.3862 -0.5636
S: -0.8278 -1.6625 -4.0842
F: -0.2246 0.2714 3.6490
F: 1.7557 -0.7570 3.3854
F: 1.4976 1.3150 2.6706
F: -2.5729 0.7214 1.4146
N: 1.7062 -2.6135 0.2247
N: 3.1535 -3.3644 1.9374
N: -3.9280 -5.6842 -0.9143
N: -2.5934 -0.7716 -2.1934
N: -2.1138 -2.0463 0.8114
N: -3.9968 -3.3856 -0.0345
N: -0.4925 -1.5378 -1.4570
N: -0.1514 -3.0025 3.2786
N: -0.3341 1.5810 -0.0400
C: -2.0183 2.9663 -2.1843
C: 2.6329 1.1916 -0.5785
C: 2.7616 -3.3589 0.6367
C: 0.6023 -2.2283 -2.0108
C: -1.3640 -1.2616 -2.4534
C: 0.1072 -5.2573 4.9234
C: 2.1932 2.3616 -2.6387
C: 1.5804 -2.8514 -1.1638
C: -1.3446 4.6296 1.8650
C: -0.6076 3.8029 1.0467
C: 3.6126 0.3277 -1.3913
C: -2.6020 2.5284 -3.5159
C: 0.1209 -5.3935 3.5367
C: -3.8698 -4.5942 -0.4777
C: 0.8632 0.0790 2.7631
C: 2.4947 -3.7141 -1.7111
C: -0.5383 2.7146 -2.2400
C: 1.4677 3.0660 -3.6015
C: -3.0130 -2.6941 0.3951
C: 3.4177 2.2217 0.2536
C: 0.0999 3.2127 -3.3929
C: -2.5589 4.2058 2.4340
C: 0.5346 -2.4014 -3.3785
C: 0.2405 2.0684 -1.2091
C: 0.0135 -4.2286 2.7397
C: -2.3726 4.4631 -1.9140
C: 1.6136 1.8301 -1.4884
C: -2.1706 2.0184 1.5165
C: -0.3068 -2.8822 4.5728
C: -1.0309 2.4447 0.7594
C: -2.9262 2.8776 2.3039
C: -0.0530 -3.9598 5.4335
H: -2.5209 2.4024 -1.3761
H: 1.2503 -2.9231 -4.0122
H: 2.7462 2.9277 0.8118
H: 4.0753 1.7184 0.9928
H: -3.7181 2.5064 -3.4802
H: 3.9890 -3.8439 2.1851
H: -0.5395 -1.9081 4.9863
H: 0.3241 4.1324 0.5512
H: 3.2430 2.1891 -2.7762
H: 2.5134 -4.0424 -2.7351
H: 4.2132 -0.3125 -0.7546
H: -3.2438 -0.7192 -2.9575
H: -3.8888 2.5072 2.7269
H: -2.3194 3.2033 -4.3725
H: 2.1245 0.4953 0.0956
H: -3.4819 4.6455 -1.8619
H: 3.1222 -0.3232 -2.1321
H: -3.2190 4.9377 2.9209
H: 0.3271 -6.0804 5.6202
H: -1.9908 4.8404 -0.9419
H: 0.2510 -6.3857 3.0752
H: -2.9019 -0.7104 -1.2391
H: -2.0246 5.0881 -2.7527
H: 2.9145 -2.6062 2.5582
H: 4.0837 2.8262 -0.4016
H: -2.2905 1.5080 -3.7866
H: -0.4714 3.7076 -4.1446
H: -0.9854 5.6196 2.0680
H: 4.3620 0.9543 -1.9691
H: 1.9853 3.4888 -4.4508
H: 0.0450 -4.2573 1.6563

Atom charges from the Löwdin analysis, given in e for atoms 1 to 5:
1 Cd 1.34
2 Br 0.71
3 S 1.04
4 S 1.04
5 F -0.06